{"formula": "C9H11NO3", "method": "wB97M-V/def2-TZVPD", "total_energy_ha": -629.77773, "de_lowest_kj_mol": 736.7, "total_charge": 0, "homo_ev": -9.3, "homo_lumo_gap_ev": 8.8, "symbols": ["C", "C", "C", "C", "C", "C", "C", "C", "C", "H", "H", "H", "H", "H", "H", "H", "H", "H", "H", "H", "N", "O", "O", "O"], "coordinates": [[-1.70, 1.08, -0.53], [-2.46, -0.21, -0.45], [-0.72, 1.31, 0.63], [0.53, 0.42, 0.60], [0.48, -0.81, 1.25], [1.69, 0.78, -0.18], [1.63, -1.76, 1.09], [2.52, -0.36, -0.51], [2.57, -1.50, 0.09], [-3.29, 1.95, -1.84], [-3.58, 2.13, -0.15], [-0.91, 1.12, -1.37], [-1.20, 1.03, 1.56], [-0.56, 2.56, 0.24], [-0.30, -1.23, 2.07], [1.53, 1.76, -0.72], [1.63, -2.71, 1.42], [3.13, -0.28, -1.38], [4.50, -1.59, -0.52], [-0.76, -1.64, 0.46], [-2.75, 2.11, -0.86], [-3.71, -0.14, -0.56], [3.62, -2.45, -0.16], [-1.89, -1.59, -0.20]]}